--- a ---
A cluster of 2 separate species, C2H4O2 in total. Source: the Open Molecules 2025 dataset; level of theory: the ωB97M-V functional and the def2-TZVPD basis.

The geometry in ORCA input format:
```
! wB97M-V def2-TZVPD RIJCOSX def2/J DEFGRID3
* xyz 0 1
C -4.064 1.630 -3.930
O -3.083 1.085 -3.513
H -5.032 1.271 -3.507
H -4.112 2.503 -4.624
C 0.681 0.661 -3.475
O -0.429 1.145 -3.456
H 0.837 -0.206 -4.159
H 1.592 1.103 -3.006
*
```

molar mass: 60.05 g/mol
LUMO: 1.101 eV
HOMO-LUMO gap: 10.82 eV


--- b ---
A cluster of 2 separate species, C2H4O2 in total. Source: the Open Molecules 2025 dataset; level of theory: the ωB97M-V functional and the def2-TZVPD basis.

The geometry in ORCA input format:
```
! wB97M-V def2-TZVPD RIJCOSX def2/J DEFGRID3
* xyz 0 1
C 0.622 -0.727 -1.994
O 0.183 0.429 -1.988
H 1.694 -0.938 -1.769
H -0.030 -1.607 -2.209
C -0.580 0.712 1.995
O -1.372 0.555 2.941
H -0.431 -0.112 1.257
H -0.086 1.687 1.767
*
```

molar mass: 60.05 g/mol
LUMO: 0.283 eV
HOMO-LUMO gap: 10.55 eV


The most stable arrangement is b, and the next structure is 0.156 eV less stable.


--- a ---
An isolated molecule of C2H4O2. Source: the Open Molecules 2025 dataset; level of theory: the ωB97M-V functional and the def2-TZVPD basis.

The geometry in ORCA input format:
```
! wB97M-V def2-TZVPD RIJCOSX def2/J DEFGRID3
* xyz 0 1
C -0.756 0.645 0.365
O -0.664 -0.595 -0.145
C 0.909 -0.896 -0.513
O 1.773 -0.133 -0.236
H -1.563 0.638 1.041
H -0.953 1.341 -0.418
H 0.337 0.972 0.616
H 0.917 -1.972 -0.709
*
```

molar mass: 60.05 g/mol
LUMO: 0.682 eV
HOMO-LUMO gap: 10.83 eV


--- b ---
An isolated molecule of C2H4O2. Source: the Open Molecules 2025 dataset; level of theory: the ωB97M-V functional and the def2-TZVPD basis.

The geometry in ORCA input format:
```
! wB97M-V def2-TZVPD RIJCOSX def2/J DEFGRID3
* xyz 0 1
C 0.909 0.049 -0.065
C -0.517 0.275 -0.110
O -1.161 1.280 -0.071
O -1.198 -0.955 -0.111
H 1.264 -0.935 -0.253
H 1.211 0.258 0.881
H 1.452 0.724 -0.590
H -1.960 -0.696 0.319
*
```

molar mass: 60.05 g/mol
LUMO: 0.840 eV
HOMO-LUMO gap: 11.69 eV


The most stable arrangement is b, and the next structure is 1.647 eV less stable.


--- a ---
A cluster of 33 separate species, H66O33 in total. Source: the Open Molecules 2025 dataset; level of theory: the ωB97M-V functional and the def2-TZVPD basis.

The geometry in ORCA input format:
```
! wB97M-V def2-TZVPD RIJCOSX def2/J DEFGRID3
* xyz 0 1
O 2.666 -3.512 -1.966
H 2.461 -2.580 -2.041
H 3.430 -3.545 -1.390
O -0.166 -0.406 2.532
H 0.345 -0.679 3.294
H -1.075 -0.573 2.780
O 2.489 3.451 1.938
H 1.780 3.777 1.384
H 2.718 2.601 1.561
O -1.300 1.109 5.259
H -1.253 0.229 5.632
H -2.225 1.230 5.045
O -3.471 -0.094 2.492
H -3.919 -0.889 2.204
H -3.474 0.476 1.723
O 3.870 3.409 -0.783
H 3.361 2.677 -1.130
H 4.460 3.009 -0.143
O -1.890 -3.160 1.974
H -1.454 -2.311 2.045
H -1.267 -3.783 2.348
O 2.573 -0.901 -2.271
H 2.314 -0.064 -1.886
H 2.587 -0.736 -3.214
O -0.233 -1.949 -2.730
H -0.337 -1.742 -1.801
H 0.709 -1.890 -2.886
O -1.804 2.945 2.266
H -1.438 2.067 2.375
H -2.588 2.948 2.815
O -3.230 -1.671 -1.020
H -3.928 -1.871 -0.397
H -3.311 -0.731 -1.178
O -0.469 1.927 -4.832
H -1.096 1.739 -4.133
H 0.181 1.227 -4.766
O -1.240 -4.856 -3.592
H -1.085 -4.089 -3.041
H -2.040 -5.246 -3.241
O 0.035 -2.228 -0.060
H 0.646 -2.724 0.486
H -0.821 -2.610 0.131
O -1.679 3.337 -0.893
H -2.247 4.086 -1.074
H -2.186 2.791 -0.292
O 1.075 -1.901 4.566
H 1.800 -1.425 4.970
H 0.905 -2.631 5.162
O 1.943 1.827 -1.886
H 1.110 1.542 -1.509
H 1.746 2.672 -2.290
O -4.392 -2.692 1.334
H -3.483 -2.964 1.457
H -4.903 -3.486 1.493
O 1.294 1.900 5.794
H 1.783 1.079 5.745
H 0.457 1.707 5.373
O 0.838 4.351 -0.105
H 0.044 3.891 0.169
H 1.024 4.009 -0.979
O 3.086 0.811 1.001
H 3.347 0.158 1.650
H 2.188 0.574 0.770
O -0.528 5.826 2.326
H -0.670 4.944 1.981
H -0.204 5.687 3.215
O 2.321 -1.295 -4.819
H 2.869 -0.550 -5.066
H 1.476 -1.118 -5.232
O 5.560 -0.582 0.234
H 4.785 -0.462 -0.314
H 5.227 -0.546 1.131
O 0.814 3.934 -2.812
H -0.082 3.748 -3.092
H 1.293 4.086 -3.626
O 0.451 0.448 0.096
H 0.297 -0.287 -0.498
H 0.084 0.161 0.933
O -1.502 -1.666 5.446
H -0.596 -1.825 5.184
H -1.948 -2.498 5.286
O 3.931 -0.953 2.733
H 4.813 -0.782 3.063
H 3.874 -1.907 2.684
O -3.849 1.540 0.162
H -4.711 1.164 -0.015
H -4.013 2.217 0.819
O -1.887 1.066 -2.780
H -1.908 1.710 -2.073
H -2.793 0.766 -2.859
O 0.693 -5.053 -1.396
H 1.447 -4.559 -1.718
H 0.260 -5.373 -2.187
O -0.060 -0.742 -5.678
H -0.669 -0.901 -4.957
H -0.589 -0.851 -6.468
O -2.903 -1.720 -4.278
H -2.727 -1.805 -3.341
H -3.817 -1.439 -4.326
*
```

molar mass: 594.50 g/mol
LUMO: -1.204 eV
HOMO-LUMO gap: 7.49 eV


--- b ---
A cluster of 33 separate species, H66O33 in total. Source: the Open Molecules 2025 dataset; level of theory: the ωB97M-V functional and the def2-TZVPD basis.

The geometry in ORCA input format:
```
! wB97M-V def2-TZVPD RIJCOSX def2/J DEFGRID3
* xyz 0 1
O 0.407 -8.273 10.422
H 0.475 -9.152 10.050
H 1.312 -7.966 10.479
O 5.421 -6.512 11.881
H 5.520 -6.464 12.831
H 6.305 -6.378 11.539
O -2.527 -11.791 6.403
H -3.280 -11.674 5.823
H -2.646 -11.133 7.088
O -0.861 -13.969 9.753
H -1.409 -14.370 10.427
H 0.036 -14.117 10.054
O 4.685 -8.960 14.054
H 3.934 -9.498 13.802
H 4.410 -8.528 14.863
O 3.768 -11.186 9.637
H 4.435 -11.359 8.973
H 4.190 -10.584 10.250
O 0.377 -8.205 5.289
H 1.211 -8.223 4.820
H 0.282 -7.296 5.576
O 1.099 -4.279 10.723
H 2.033 -4.309 10.514
H 0.662 -4.475 9.894
O 5.118 -9.811 11.603
H 4.952 -9.393 12.448
H 5.958 -9.450 11.318
O -4.208 -8.233 10.435
H -4.241 -9.175 10.269
H -5.041 -7.901 10.101
O -1.678 -8.929 14.527
H -1.612 -8.449 13.702
H -1.031 -8.514 15.098
O 2.844 -6.811 6.236
H 2.845 -6.147 5.547
H 2.822 -6.311 7.052
O 2.055 -12.198 5.892
H 1.706 -11.689 5.161
H 1.461 -12.014 6.620
O -3.829 -5.839 11.757
H -4.457 -5.950 12.471
H -3.961 -6.607 11.201
O 3.228 -7.104 10.062
H 3.363 -6.164 10.175
H 3.890 -7.511 10.621
O -1.783 -4.172 11.067
H -0.973 -4.641 10.865
H -2.441 -4.861 11.160
O 2.296 -10.614 13.802
H 1.507 -11.003 13.428
H 1.975 -9.891 14.341
O 0.920 -14.089 12.597
H 0.274 -14.790 12.512
H 0.410 -13.282 12.529
O -4.139 -9.038 13.168
H -3.253 -9.087 13.526
H -4.070 -8.422 12.439
O -0.573 -7.310 12.682
H -0.185 -7.723 11.911
H 0.136 -6.787 13.056
O 1.143 -10.391 8.898
H 1.633 -9.880 8.254
H 1.806 -10.924 9.337
O -2.650 -11.781 9.767
H -2.708 -11.938 10.709
H -2.060 -12.462 9.446
O 1.333 -8.744 15.476
H 1.359 -8.911 16.418
H 1.209 -7.797 15.403
O -4.933 -10.448 8.967
H -4.104 -10.891 9.148
H -4.901 -10.250 8.031
O 0.676 -4.322 7.931
H 0.310 -4.867 7.235
H 1.616 -4.300 7.749
O -2.009 -6.969 9.331
H -1.155 -7.307 9.600
H -2.641 -7.497 9.818
O 1.352 -5.943 14.553
H 2.306 -6.014 14.574
H 1.183 -5.098 14.138
O 0.894 -3.742 13.273
H 1.095 -4.116 12.415
H 0.362 -2.971 13.079
O -2.843 -7.748 6.783
H -2.484 -8.474 7.294
H -2.601 -6.964 7.277
O -0.251 -11.275 13.079
H -0.994 -11.842 12.876
H -0.617 -10.591 13.639
O 3.803 -4.825 10.964
H 3.820 -4.051 11.527
H 4.494 -5.389 11.311
O 3.444 -4.446 7.782
H 4.093 -4.217 8.447
H 3.911 -4.359 6.951
O -1.677 -9.709 8.126
H -0.734 -9.600 8.250
H -1.937 -10.332 8.805
*
```

molar mass: 594.50 g/mol
LUMO: -0.961 eV
HOMO-LUMO gap: 8.51 eV


The most stable arrangement is b, and the next structure is 0.497 eV less stable.